[1]
# C5H9N

A single C5H9N molecule (the ωB97M-V functional and the def2-TZVPD basis, OMol25).

- SMILES: C=C/C=C/NC
- Relative energy (zero: lowest compared OMol25 entry of this formula, charge and spin): 95.6 kcal/mol
- HOMO-LUMO gap: 0.2623 Ha
- HOMO: -6.48 eV
- Total charge: 0

Atoms and positions in Å:
C (-1.90024, 0.78899, -1.84034)
N (-1.31282, 0.25506, -0.63287)
C (-0.13433, 0.74038, -0.04999)
C (0.40761, 0.21590, 1.11075)
C (1.71745, -0.39421, 0.95950)
C (2.10693, -1.50694, 1.64835)
H (-1.27169, 1.58966, -2.18838)
H (-2.92240, 1.11230, -1.57168)
H (-1.99089, 0.10856, -2.73420)
H (-1.77070, -0.57276, -0.23866)
H (0.41600, 1.54703, -0.51068)
H (-0.18740, 0.14060, 1.98432)
H (2.41737, -0.03802, 0.12207)
H (3.05382, -1.68339, 2.20457)
H (1.37130, -2.30317, 1.73723)

Mulliken atomic charges, in units of e:
1. C -0.72
2. N -0.20
3. C 0.04
4. C -0.74
5. C -0.16
6. C -0.76
7. H 0.26
8. H 0.27
9. H 0.27
10. H 0.29
11. H 0.32
12. H 0.43
13. H 0.25
14. H 0.22
15. H 0.24

***

[2]
# C43H36ClN4O3P2PtSeTe

A molecular structure, C43H36ClN4O3P2PtSeTe (the ωB97M-V functional and the def2-TZVPD basis, OMol25).

- Relative energy (zero: lowest compared OMol25 entry of this formula, charge and spin): 0.0 kcal/mol
- HOMO-LUMO gap: 0.2274 Ha
- HOMO: -10.01 eV
- Total charge: +1

Atoms and positions in Å:
Pt (0.32794, 1.05145, 0.86094)
Cl (6.91481, 4.44935, 0.75191)
C (5.42447, 3.64343, 1.11195)
C (5.35352, 2.77804, 2.21134)
C (4.18572, 2.12909, 2.51808)
C (3.01213, 2.29258, 1.74126)
O (1.94270, 1.63502, 2.10206)
C (3.10242, 3.18287, 0.63632)
C (1.98342, 3.51912, -0.19831)
O (0.85213, 3.03009, -0.15497)
C (4.31315, 3.84846, 0.34730)
H (6.23795, 2.62810, 2.81841)
H (4.13492, 1.46085, 3.36943)
H (2.16537, 4.30467, -0.94721)
H (4.34867, 4.53686, -0.48970)
Te (-0.46457, -2.79630, 1.47283)
C (-1.65972, -3.58452, -0.09559)
C (-3.04563, -3.49119, -0.10847)
C (-3.73019, -3.97599, -1.21823)
N (-3.13438, -4.53310, -2.27066)
C (-1.80743, -4.64588, -2.23680)
C (-1.02857, -4.18959, -1.18024)
C (-0.13192, -1.11206, 0.21724)
P (-1.35517, 0.11348, -0.22078)
C (-2.95355, -0.15393, 0.50998)
C (-3.03373, -0.46222, 1.87170)
C (-4.27562, -0.70191, 2.43252)
C (-5.42352, -0.61596, 1.65150)
C (-5.34200, -0.27164, 0.31003)
C (-4.10392, -0.03408, -0.26689)
C (-1.47651, 0.28057, -1.99751)
C (-2.06129, -0.77433, -2.70408)
C (-2.11608, -0.72138, -4.08745)
C (-1.57567, 0.36906, -4.75877)
C (-0.97409, 1.40391, -4.05524)
C (-0.92080, 1.36385, -2.67007)
P (1.47833, -0.56307, -0.24575)
C (1.84091, -0.46085, -1.99584)
C (2.73803, 0.51751, -2.42043)
C (3.06024, 0.61132, -3.76520)
C (2.48334, -0.26245, -4.67862)
C (1.58923, -1.23709, -4.25353)
C (1.26637, -1.34246, -2.90926)
C (2.73435, -1.55989, 0.53840)
C (3.14737, -1.28826, 1.83999)
C (4.07854, -2.12238, 2.44143)
C (4.58568, -3.21438, 1.75327)
C (4.16968, -3.48498, 0.45326)
C (3.24555, -2.65794, -0.15911)
H (-3.59703, -3.05740, 0.71642)
H (-4.81256, -3.90521, -1.25882)
H (-1.34190, -5.12176, -3.09382)
H (0.04875, -4.29863, -1.21268)
H (-2.13730, -0.50296, 2.47737)
H (-4.35122, -0.94571, 3.48447)
H (-6.39269, -0.80014, 2.09917)
H (-6.23898, -0.17131, -0.28636)
H (-4.04106, 0.25381, -1.30558)
H (-2.47184, -1.62987, -2.17654)
H (-2.57846, -1.53012, -4.63965)
H (-1.62100, 0.40925, -5.83988)
H (-0.54626, 2.24535, -4.58566)
H (-0.44333, 2.15733, -2.11755)
H (3.18815, 1.19503, -1.70243)
H (3.76197, 1.36431, -4.10112)
H (2.73427, -0.18417, -5.72853)
H (1.14253, -1.91588, -4.96913)
H (0.56371, -2.09793, -2.57425)
H (2.72892, -0.44054, 2.36806)
H (4.40756, -1.91792, 3.45261)
H (5.31211, -3.86074, 2.22921)
H (4.56945, -4.33707, -0.08095)
H (2.93220, -2.85808, -1.17711)
Se (-1.22951, 2.33010, 2.36562)
C (-2.62289, 2.93029, 1.21561)
C (-3.92604, 3.00906, 1.69620)
C (-4.93786, 3.38516, 0.82726)
N (-4.75185, 3.67023, -0.46208)
C (-3.49687, 3.63038, -0.90315)
C (-2.40907, 3.28815, -0.11199)
H (-4.15287, 2.75302, 2.72379)
H (-5.96200, 3.44211, 1.18267)
H (-3.34797, 3.89082, -1.94804)
H (-1.41178, 3.32635, -0.51013)
N (0.59009, -1.29426, 5.60636)
C (0.72968, -0.42596, 4.55848)
N (1.41458, 0.72556, 4.80626)
O (0.26664, -0.65838, 3.44314)
H (0.77029, -0.99683, 6.54851)
H (-0.07468, -2.03644, 5.47996)
H (1.94751, 0.84081, 5.65020)
H (1.68602, 1.24827, 3.98162)

Mulliken atomic charges, in units of e:
1. Pt 2.87
2. Cl -0.22
3. C -0.02
4. C -0.80
5. C -0.33
6. C 0.56
7. O -0.92
8. C 1.20
9. C -0.51
10. O -0.76
11. C -1.16
12. H 0.46
13. H 0.40
14. H 0.30
15. H 0.45
16. Te 0.41
17. C 0.15
18. C -0.10
19. C -0.49
20. N -0.61
21. C -0.49
22. C -0.26
23. C -1.51
24. P 0.50
25. C 1.78
26. C -0.46
27. C -0.69
28. C -0.72
29. C -1.09
30. C -0.48
31. C 0.84
32. C -0.16
33. C -0.83
34. C -0.84
35. C -0.77
36. C -0.31
37. P 0.08
38. C 0.70
39. C -0.93
40. C -0.63
41. C -0.82
42. C -0.60
43. C 0.25
44. C 0.77
45. C 0.45
46. C -1.09
47. C -0.71
48. C -0.80
49. C -0.92
50. H 0.50
51. H 0.40
52. H 0.42
53. H 0.44
54. H 0.25
55. H 0.45
56. H 0.44
57. H 0.51
58. H 0.49
59. H 0.24
60. H 0.49
61. H 0.44
62. H 0.51
63. H 0.37
64. H 0.49
65. H 0.47
66. H 0.42
67. H 0.48
68. H 0.24
69. H 0.29
70. H 0.48
71. H 0.41
72. H 0.46
73. H 0.42
74. Se -0.13
75. C 0.16
76. C -0.52
77. C -0.52
78. N -0.65
79. C -0.51
80. C 0.20
81. H 0.42
82. H 0.39
83. H 0.42
84. H 0.49
85. N -0.48
86. C 0.22
87. N -0.27
88. O -0.16
89. H 0.18
90. H 0.23
91. H 0.20
92. H 0.04

***

[3]
# C13H11F4IrN2OS4

A molecular structure, C13H11F4IrN2OS4 (the ωB97M-V functional and the def2-TZVPD basis, OMol25).

- ⟨S²⟩: 8.81
- Multiplicity: 6
- Relative energy (zero: lowest compared OMol25 entry of this formula, charge and spin): 10.4 kcal/mol
- HOMO-LUMO gap (alpha / beta): 0.3061 / 0.2075 Ha
- HOMO (alpha / beta): -10.88 / -11.93 eV
- Total charge: +1

Atoms and positions in Å:
Ir (-0.03412, -0.79485, 0.31088)
C (3.20218, -0.84425, 0.43818)
N (2.11208, -0.32655, -0.38052)
C (2.16008, -0.90705, -1.72402)
C (2.15758, 1.13985, -0.37682)
C (0.95458, 1.80445, -1.04592)
N (-0.27582, 1.17685, -0.63182)
C (-1.45052, 1.68855, -1.01662)
C (-2.63922, 1.02045, -0.61442)
F (-2.47812, -0.11575, 0.11268)
C (-3.90352, 1.45195, -0.94842)
F (-4.96312, 0.74645, -0.56942)
C (-4.07582, 2.62395, -1.67562)
C (-2.94562, 3.31845, -2.07792)
F (-3.08712, 4.43425, -2.78182)
C (-1.66712, 2.87305, -1.77892)
F (-0.63362, 3.58785, -2.24212)
H (4.17178, -0.52535, 0.03598)
H (3.17718, -1.93105, 0.45018)
H (3.10998, -0.47735, 1.45898)
H (3.08558, -0.63635, -2.24242)
H (1.31628, -0.56165, -2.32012)
H (2.10928, -1.99385, -1.65072)
H (3.07288, 1.48825, -0.86972)
H (2.17548, 1.44805, 0.66958)
H (1.04318, 1.78025, -2.14162)
H (0.95648, 2.86145, -0.74792)
H (-5.05872, 2.97865, -1.93952)
O (-0.25552, -5.37745, 5.42648)
C (-0.22732, -4.57365, 4.56098)
S (-0.50022, -4.96405, 2.82858)
C (-0.31002, -3.35055, 2.20908)
C (-0.04152, -2.34965, 3.13778)
S (0.15418, -0.68855, 2.81008)
S (0.08808, -2.83735, 4.80828)
S (-0.49992, -3.16735, 0.51868)

Mulliken atomic charges, in units of e:
1. Ir 1.19
2. C -1.08
3. N 0.01
4. C -1.04
5. C -1.08
6. C -0.81
7. N -0.37
8. C 0.23
9. C 0.54
10. F -0.27
11. C -0.26
12. F -0.26
13. C -0.28
14. C -0.08
15. F -0.26
16. C 0.77
17. F -0.28
18. H 0.38
19. H 0.34
20. H 0.35
21. H 0.34
22. H 0.37
23. H 0.38
24. H 0.38
25. H 0.48
26. H 0.52
27. H 0.58
28. H 0.52
29. O -0.44
30. C 0.56
31. S -0.08
32. C 0.24
33. C 0.20
34. S -0.44
35. S -0.07
36. S -0.28

***

[4]
# C25H26GaN5

A molecular structure, C25H26GaN5 (the ωB97M-V functional and the def2-TZVPD basis, OMol25).

- HOMO-LUMO gap (alpha / beta): 0.2118 / 0.2232 Ha
- HOMO (alpha / beta): -14.37 / -14.56 eV
- Total charge: +2

Atoms and positions in Å:
Ga (-1.63858, 1.55469, 0.28682)
C (-0.94962, -1.70361, 3.00315)
C (-2.14110, -1.39892, 2.08654)
C (-2.00183, -2.12521, 0.78998)
C (-2.40199, -3.44308, 0.73681)
C (-2.28024, -4.18489, -0.43149)
C (-1.85540, -3.56331, -1.59837)
C (-1.46484, -2.23846, -1.62122)
C (-1.23003, -1.64341, -2.97648)
C (-0.00803, -2.24257, -3.68700)
C (-1.39965, -1.51634, -0.37361)
N (-0.80204, -0.32208, -0.17537)
C (0.26549, 0.10242, -1.00423)
C (0.82814, 2.20175, -0.90809)
C (1.82560, 3.21868, -1.33036)
C (1.56371, 4.36109, -0.66388)
C (0.36734, 4.13395, 0.09230)
N (-0.06728, 2.92379, -0.05437)
H (-1.04274, -1.15000, 3.93246)
H (-0.01030, -1.43946, 2.52285)
H (-0.93188, -2.76642, 3.23264)
H (-2.22545, -0.31355, 1.92026)
H (-3.04979, -1.74517, 2.58362)
H (-2.81287, -3.89990, 1.62418)
H (-2.58225, -5.22079, -0.44979)
H (-1.88211, -4.11376, -2.52618)
H (-1.17123, -0.55633, -2.94125)
H (-2.10554, -1.89441, -3.58322)
H (0.91216, -2.10768, -3.12177)
H (0.11217, -1.76669, -4.65538)
H (-0.14390, -3.30733, -3.84809)
H (0.64289, -0.73277, -1.60010)
H (2.64485, 3.03755, -1.99699)
H (2.11148, 5.28285, -0.68095)
H (-0.14611, 4.84361, 0.71648)
N (1.65333, 0.77379, 1.11352)
C (0.90586, 1.08959, 2.21757)
C (1.53832, 0.96752, 3.46975)
C (0.86241, 1.30540, 4.61567)
C (-0.44164, 1.79119, 4.51278)
C (-1.00611, 1.85582, 3.26430)
N (-0.36618, 1.49222, 2.13880)
C (1.43255, 0.87059, -0.27896)
C (2.67130, 0.50268, -1.04782)
C (2.77361, 0.43323, -2.38494)
C (1.78059, 0.78921, -3.38352)
C (0.54409, 1.23655, -3.13320)
N (0.01726, 1.33180, -1.81086)
H (2.60157, 0.51801, 1.35326)
H (2.55482, 0.61242, 3.52274)
H (1.33691, 1.20832, 5.57967)
H (-0.98929, 2.10198, 5.38765)
H (-2.02333, 2.21058, 3.12833)
H (3.53545, 0.26061, -0.44864)
H (3.72522, 0.11882, -2.78800)
H (2.09593, 0.70835, -4.41393)
H (-0.13169, 1.55710, -3.91406)

Mulliken atomic charges, in units of e:
1. Ga 0.30
2. C -1.04
3. C -0.42
4. C 0.31
5. C -0.63
6. C -1.07
7. C -0.68
8. C 0.34
9. C -0.60
10. C -1.10
11. C 0.49
12. N 1.11
13. C -1.47
14. C 1.27
15. C -0.99
16. C -0.75
17. C -0.51
18. N -0.11
19. H 0.36
20. H 0.20
21. H 0.43
22. H -0.22
23. H 0.59
24. H 0.53
25. H 0.42
26. H 0.49
27. H 0.23
28. H 0.52
29. H 0.30
30. H 0.39
31. H 0.43
32. H 0.47
33. H 0.50
34. H 0.54
35. H 0.57
36. N 0.31
37. C 0.40
38. C -0.66
39. C -0.54
40. C -0.89
41. C -0.29
42. N 0.27
43. C 1.06
44. C -0.95
45. C -0.87
46. C -0.55
47. C -0.82
48. N 0.02
49. H 0.36
50. H 0.50
51. H 0.47
52. H 0.46
53. H 0.42
54. H 0.47
55. H 0.53
56. H 0.60
57. H 0.52

***

E: -250.5145; -6036.4577; -2782.9255; -3166.1684 (Eh)